Computed, not measured: the ion C7H14FN2 with charge +1, with ωB97M-V with the def2-TZVPD basis set.

Element x y z (Å)
C 0.323 2.788 -0.261
N 0.478 1.380 -0.127
C -0.411 0.588 -0.991
C -0.299 -0.785 -0.399
N -1.592 -1.578 -0.663
C 1.116 -1.662 -0.623
C 1.365 -1.439 0.927
C 0.030 -0.594 1.016
F -0.875 -1.204 1.877
C 0.114 0.854 1.239
H 0.904 3.229 0.462
H 0.616 3.198 -1.258
H -0.705 3.192 -0.084
H -0.167 0.618 -1.988
H -1.514 1.003 -0.765
H -1.782 -2.291 0.060
H -1.804 -1.882 -1.660
H -2.170 -0.722 -0.561
H 1.861 -1.171 -1.213
H 0.828 -2.659 -1.133
H 1.402 -2.314 1.534
H 2.229 -0.773 1.200
H -0.931 1.163 1.435
H 0.983 1.063 1.974

Summary:
* SMILES string: CN1C[C@@]2([NH3+])CC[C@@]2(F)C1
* DFT total energy: -484.174954 hartree
* HOMO energy: -13.020 eV
* E_LUMO: -3.47 eV
* frontier orbital gap: 0.35081 hartree
* strongest force on any atom: 4.552 eV/A
* molecular weight: 145.20 g/mol
* net charge: +1

Atomic partial charges in e from the natural (NBO) method, atoms 1 to 5:
1 C -0.42
2 N -0.40
3 C -0.24
4 C 0.09
5 N -0.71